A structure of composition C27H27CoF10N4OS2Te. Source: OMol25; level of theory: ωB97M-V/def2-TZVPD.

Values from the calculation:
energy relative to the best compared isomer or geometry (same formula, charge and spin)	4.8	kcal per mole
orbital gap (alpha / beta)	7.0 / 7.0	eV
LUMO level (alpha / beta)	-0.67 / -0.67	eV

Element x y z (Å)
Co  -0.66615  -0.08345  -0.19152
C  2.01338  1.40316  -0.05461
N  1.37038  0.07743  -0.02200
C  1.85779  -0.63902  -1.21632
C  1.13176  -0.11762  -2.44388
N  -0.28089  0.11735  -2.12169
C  -1.13295  0.32307  -3.18726
C  -2.15774  1.28350  -3.12300
F  -2.28285  2.06757  -2.02416
C  -3.06403  1.54280  -4.13059
F  -3.99346  2.48391  -3.95271
C  -2.98948  0.86842  -5.33284
F  -3.84685  1.12314  -6.32306
C  -1.99266  -0.07318  -5.47280
F  -1.89031  -0.76683  -6.61018
C  -1.11622  -0.34422  -4.43494
F  -0.25609  -1.35332  -4.69369
C  1.69505  -0.56862  1.26659
C  0.68825  -0.05369  2.27144
N  -0.63466  -0.44420  1.79323
C  -1.68175  -0.19454  2.67256
C  -2.76926  -1.08346  2.78955
F  -2.76111  -2.23735  2.11936
C  -3.85156  -0.87338  3.61896
F  -4.83305  -1.77101  3.67142
C  -3.90336  0.24382  4.43573
F  -4.94946  0.45973  5.23437
C  -2.84684  1.12507  4.39755
F  -2.85983  2.22164  5.16126
C  -1.77940  0.90352  3.54095
F  -0.82112  1.86138  3.55434
H  3.09878  1.26312  -0.07781
H  1.75581  1.98586  0.82135
H  1.70366  1.94342  -0.94008
H  1.66541  -1.69752  -1.08411
H  2.94054  -0.50266  -1.31860
H  1.29193  -0.85517  -3.22536
H  1.60608  0.80784  -2.80443
H  2.72389  -0.33769  1.56195
H  1.60066  -1.64660  1.14908
H  0.83132  1.02951  2.36433
H  0.89043  -0.47568  3.26253
N  -1.20257  1.84439  0.23533
C  -0.52019  3.10612  0.12002
C  -0.22820  3.62754  -1.13360
C  0.43607  4.83904  -1.23462
C  0.80845  5.53876  -0.09391
C  0.49307  5.02358  1.15420
C  -0.17743  3.81307  1.26326
H  -2.01032  1.87526  -0.38502
H  -1.58941  1.75086  1.16976
H  -0.49975  3.07420  -2.02264
H  0.66415  5.23777  -2.21464
H  1.32905  6.48308  -0.17902
H  0.76077  5.56512  2.05206
H  -0.42921  3.41813  2.24020
C  1.07636  -3.92976  -0.03343
Te  -0.75373  -2.81890  -0.19947
C  -0.96726  -3.31616  -2.24831
H  0.80445  -4.97709  -0.15126
H  1.49290  -3.78835  0.96180
H  1.81088  -3.66174  -0.78970
H  -0.03325  -3.13789  -2.77058
H  -1.74883  -2.67904  -2.65565
H  -1.25975  -4.36002  -2.33244
C  -4.81766  1.83512  1.60344
O  -3.77841  1.14315  0.89847
C  -4.11578  0.05421  0.18638
S  -5.60673  -0.60909  0.16055
S  -2.79419  -0.64530  -0.69994
H  -4.33673  2.71313  2.02822
H  -5.23027  1.20230  2.38739
H  -5.61416  2.11774  0.91820

---

A structure of composition C27H35F5N4OP2TeV. Source: OMol25; level of theory: ωB97M-V/def2-TZVPD.

Values from the calculation:
orbital gap (alpha / beta)	6.4 / 4.8	eV
2S+1	4
LUMO level (alpha / beta)	-1.72 / -3.37	eV

Element x y z (Å)
V  -0.28804  0.82515  -0.76458
C  -1.97454  1.58446  -7.15787
C  -2.17416  0.26871  -7.05612
C  -1.21103  -0.75115  -7.52531
C  0.28441  -0.37513  -7.42290
C  0.74300  0.38486  -6.22278
C  0.74774  1.72199  -6.11892
C  0.46958  2.50079  -7.37047
C  -0.93129  2.22806  -8.02117
C  1.85868  0.78390  0.15811
H  -2.62036  2.29609  -6.64644
H  -3.14600  -0.10058  -6.76144
H  -1.37914  -0.97515  -8.58713
H  -1.36972  -1.68839  -6.98344
H  0.83968  -1.32122  -7.35948
H  0.57176  0.11852  -8.35800
H  1.27414  -0.26287  -5.52060
H  1.11265  2.28426  -5.24538
H  1.22298  2.25436  -8.14078
H  0.55914  3.57413  -7.17266
H  -1.30649  3.22194  -8.32016
H  -0.78014  1.66549  -8.96019
H  1.14208  1.48883  0.67804
H  2.77200  1.39053  -0.03456
H  2.02815  -0.02141  0.89555
P  1.62133  -0.28595  -1.73816
P  -1.56723  -0.65835  -2.04521
N  2.71563  0.91367  -2.62880
N  2.73606  -1.59008  -1.34712
N  -2.51759  0.57475  -2.83676
N  -2.88601  -1.72978  -1.69324
C  0.87703  -1.03241  -3.27955
C  -0.56168  -1.58800  -3.21811
C  2.69061  2.27218  -2.32967
C  3.70512  2.90464  -3.03696
C  4.33798  1.91657  -3.84868
C  3.69302  0.70348  -3.60279
C  3.77714  -1.42269  -0.42799
C  4.36554  -2.65345  -0.22399
C  3.74222  -3.59082  -1.09973
C  2.75162  -2.91800  -1.79575
C  -2.77695  1.87958  -2.36327
C  -3.38243  2.59637  -3.39235
C  -3.66841  1.67491  -4.44376
C  -3.06306  0.47271  -4.10661
C  -4.11182  -1.99602  -2.32188
C  -4.83730  -2.86778  -1.51478
C  -4.01882  -3.17719  -0.37373
C  -2.82666  -2.49593  -0.52381
H  1.54098  -1.80249  -3.70511
H  0.88593  -0.15540  -3.93788
H  -1.02437  -1.55120  -4.22433
H  -0.54763  -2.62762  -2.82626
H  1.96023  2.65863  -1.62861
H  3.92855  3.95912  -2.97382
H  5.16387  2.07469  -4.52362
H  3.88624  -0.28143  -4.00840
H  3.95217  -0.45975  0.03156
H  5.11920  -2.83140  0.51358
H  3.96105  -4.63872  -1.17925
H  2.05168  -3.28677  -2.53982
H  -2.52230  2.15756  -1.34209
H  -3.50278  3.67292  -3.43236
H  -4.19041  1.84063  -5.37985
H  -2.93674  -0.40470  -4.72028
H  -4.36664  -1.53260  -3.26240
H  -5.83720  -3.23437  -1.70031
H  -4.27910  -3.79305  0.47219
H  -1.95822  -2.41925  0.09572
F  -0.68678  -2.27768  1.56646
Te  -1.28089  -0.72136  2.51976
F  -3.08737  -1.37827  1.99653
F  0.67283  -0.48430  2.75469
F  -0.32147  2.63046  -1.02774
F  -1.29782  -1.99558  4.03598
O  -1.18862  0.05301  0.69955

---

A structure of composition C24H35BeBr4Cl2F9NO9PS. Source: OMol25; level of theory: ωB97M-V/def2-TZVPD.

Values from the calculation:
orbital gap	3.4	eV
charge	-2
LUMO level	1.60	eV

Element x y z (Å)
C  -1.01331  -1.71443  1.27544
C  -2.03792  -1.52548  0.66258
C  -3.26009  -1.66361  -0.19847
O  -3.26508  -2.90988  -0.87531
C  -3.11892  -2.79650  -2.27204
C  -1.78803  -2.11144  -2.69964
O  -0.70433  -2.56966  -1.93122
C  0.39355  -3.04644  -2.68617
C  1.74024  -2.73190  -1.99877
C  1.93243  -1.21954  -1.69018
C  3.06581  -0.57128  -2.52553
C  2.94636  0.95308  -2.69624
C  3.14712  1.75111  -1.35144
F  1.91079  1.96429  -0.85224
F  3.88967  0.95498  -0.55403
C  3.88893  3.06948  -1.71205
F  5.11764  2.84568  -2.15135
F  3.22709  3.59371  -2.77691
S  3.88196  4.41384  -0.39764
F  5.46803  4.18861  -0.14688
F  4.29591  5.49894  -1.52197
F  2.34045  4.69620  -0.62506
F  3.61831  3.39540  0.79262
F  3.91338  5.59653  0.66807
H  -0.10538  -2.06195  1.76597
H  -3.34851  -0.79462  -0.86810
H  -4.12650  -1.66762  0.48366
H  -3.97481  -2.28330  -2.76532
H  -3.10091  -3.81286  -2.70390
H  -1.92699  -1.02156  -2.52588
H  -1.68662  -2.26097  -3.78891
H  0.44505  -2.63346  -3.71406
H  0.31687  -4.15203  -2.73156
H  1.81904  -3.36185  -1.09647
H  2.55835  -3.07384  -2.66308
H  2.22486  -1.15219  -0.62849
H  0.96947  -0.69744  -1.81920
H  4.04900  -0.89945  -2.15360
H  2.99001  -1.00275  -3.54569
H  1.96233  1.26698  -3.07691
H  3.70478  1.25881  -3.43677
C  -2.67631  -6.45963  -0.01175
Cl  -1.75404  -6.36274  -1.52271
Cl  -3.61562  -7.95418  0.07470
H  -1.98438  -6.42958  0.82376
H  -3.35423  -5.61407  0.03619
C  -0.94912  -6.76512  4.92680
C  -0.64307  -7.01794  3.59078
C  0.12368  -6.11807  2.87346
C  0.58691  -4.96523  3.50110
C  0.28209  -4.69978  4.83009
C  -0.48995  -5.60418  5.53433
N  1.41216  -4.02899  2.75378
O  1.64135  -4.27739  1.58148
O  1.83269  -3.03532  3.33644
H  -1.56264  -7.48064  5.51393
H  -1.00274  -7.92154  3.11520
H  0.35578  -6.32510  1.83733
H  0.63635  -3.80095  5.31648
H  -0.74578  -5.40898  6.58647
Be  -1.36654  -6.63948  7.92667
Br  -3.60833  -7.16108  5.67740
O  2.07242  -8.80523  4.42637
P  2.49423  -9.37533  3.07600
O  2.87058  -8.22324  2.14781
O  1.33121  -10.16911  2.48682
O  3.69535  -10.30361  3.24272
C  -0.22338  4.49242  -3.07400
Br  -1.69144  3.24319  -3.09812
Br  0.25451  5.07325  -4.85179
Br  -0.57310  5.98693  -1.90397
H  0.63403  3.96824  -2.66994
C  -1.55116  8.83360  0.16884
C  -2.13928  9.44211  -1.09361
O  -3.42342  10.01065  -0.90352
C  -3.49727  11.08759  0.01167
C  -2.66796  12.29300  -0.39946
H  -2.26147  8.14683  0.63234
H  -0.63337  8.29003  -0.06125
H  -1.30620  9.59981  0.90722
H  -2.26541  8.65696  -1.84019
H  -1.45413  10.17855  -1.52837
H  -3.22778  10.75274  1.01939
H  -4.54883  11.37655  0.04976
H  -1.59811  12.08160  -0.34679
H  -2.87311  13.13785  0.25975
H  -2.89520  12.58301  -1.42685